Record 1
Formula: H5N2OP
Source: the Open Molecules 2025 dataset
Level of theory: ωB97M-V with the def2-TZVPD basis set

Values from the calculation:
- structure (SMILES) = N[PH](N)=O
- ΔE to the lowest compared entry with this formula, charge and spin (eV) = 1.722
- calculated total energy (Eh) = -529.0971

Structure (XYZ):
```
9
H5N2OP (ωB97M-V with the def2-TZVPD basis set)
N -0.63 1.22 -0.08
P 0.41 -0.08 0.35
N -0.32 -1.49 -0.07
O 2.07 0.04 -0.15
H -0.54 1.47 -1.07
H -0.48 1.95 0.56
H 0.07 -0.01 1.74
H -1.02 -1.23 -0.64
H 0.45 -1.87 -0.64
```

---

Record 2
Formula: H5N3O3
Source: the Open Molecules 2025 dataset
Level of theory: ωB97M-V with the def2-TZVPD basis set

Values from the calculation:
- structure (SMILES) = NONONO
- calculated total energy (Eh) = -392.7224

Structure (XYZ):
```
11
H5N3O3 (ωB97M-V with the def2-TZVPD basis set)
N -2.39 -0.36 0.25
O -1.36 0.48 0.62
N -0.45 0.77 -0.48
O 0.45 -0.22 -0.63
N 1.52 -0.10 0.45
O 2.75 -0.50 -0.06
H -2.95 0.09 -0.47
H -2.00 -1.23 -0.12
H 0.03 1.63 -0.17
H 1.27 -0.84 1.11
H 3.12 0.28 -0.50
```

---

Record 3
Formula: H5N3OS
Source: the Open Molecules 2025 dataset
Level of theory: ωB97M-V with the def2-TZVPD basis set

Values from the calculation:
- ΔE to the lowest compared entry with this formula, charge and spin (eV) = 2.142
- calculated total energy (Eh) = -640.5424

Structure (XYZ):
```
10
H5N3OS (ωB97M-V with the def2-TZVPD basis set)
N 1.42 0.68 0.23
N -0.45 -1.54 -1.04
N 0.65 0.93 1.25
O -1.19 0.44 0.42
S -1.21 -0.03 -0.99
H 1.24 1.40 -0.51
H -1.10 -2.33 -0.89
H 0.02 -1.58 -1.89
H 0.59 0.20 2.00
H 0.03 1.83 1.42
```

---

Record 4
Formula: H5N3S2
Source: the Open Molecules 2025 dataset
Level of theory: ωB97M-V with the def2-TZVPD basis set

Values from the calculation:
- ΔE to the lowest compared entry with this formula, charge and spin (eV) = 3.974
- calculated total energy (Eh) = -963.3510
- spin multiplicity = 3

Structure (XYZ):
```
10
H5N3S2 (ωB97M-V with the def2-TZVPD basis set)
N -0.84 0.96 0.49
N 0.93 -0.01 -0.90
N -0.11 -0.29 0.10
S 2.23 0.87 -0.17
S -1.00 -1.56 -0.47
H -1.80 0.71 0.41
H -0.51 1.30 1.44
H 0.62 0.45 -1.76
H 2.80 -0.25 0.07
H -0.93 -2.24 0.63
```

---

Record 5
Formula: H5N4O
Source: the Open Molecules 2025 dataset
Level of theory: ωB97M-V with the def2-TZVPD basis set

Values from the calculation:
- charge = -1
- ΔE to the lowest compared entry with this formula, charge and spin (eV) = 0.000
- calculated total energy (Eh) = -297.1755

Structure (XYZ):
```
10
H5N4O (ωB97M-V with the def2-TZVPD basis set)
N 1.41 0.07 -0.60
N -1.03 -1.15 0.75
N -2.48 0.52 0.24
N -1.73 -0.15 1.09
O -2.79 0.00 -0.96
H 0.92 -0.39 0.08
H 2.08 0.70 -0.18
H 0.65 0.58 -1.07
H -1.26 -1.31 -0.28
H -3.00 1.29 0.75
```

---

Record 6
Formula: H5NO2Si
Source: the Open Molecules 2025 dataset
Level of theory: ωB97M-V with the def2-TZVPD basis set

Values from the calculation:
- structure (SMILES) = N[SiH]=O.O
- ΔE to the lowest compared entry with this formula, charge and spin (eV) = 2.899
- calculated total energy (Eh) = -497.7447

Structure (XYZ):
```
9
H5NO2Si (ωB97M-V with the def2-TZVPD basis set)
N -0.27 -0.64 1.33
Si -0.44 0.96 0.82
O -1.75 1.73 1.11
H -1.16 -1.03 1.44
H 0.41 -1.34 1.21
H 0.78 1.26 0.26
O 0.92 -0.22 -1.74
H -0.01 -0.25 -2.01
H 1.53 -0.48 -2.41
```

---

Record 7
Formula: H5NO3Si
Source: the Open Molecules 2025 dataset
Level of theory: ωB97M-V with the def2-TZVPD basis set

Values from the calculation:
- structure (SMILES) = N[Si](=O)O.O
- ΔE to the lowest compared entry with this formula, charge and spin (eV) = 2.962
- calculated total energy (Eh) = -573.0469

Structure (XYZ):
```
10
H5NO3Si (ωB97M-V with the def2-TZVPD basis set)
N 1.30 -0.33 -0.69
Si -0.32 0.49 -0.77
O -1.66 -0.16 -1.05
O -0.22 2.08 -0.39
H 0.95 -1.30 -0.83
H 1.84 -0.06 -1.51
H 0.58 2.38 0.11
O -0.73 -0.77 1.85
H -0.32 -1.59 2.17
H -1.41 -0.74 1.10
```

---

Record 8
Formula: H5NOSSi
Source: the Open Molecules 2025 dataset
Level of theory: ωB97M-V with the def2-TZVPD basis set

Values from the calculation:
- structure (SMILES) = N[SiH]=S.O
- ΔE to the lowest compared entry with this formula, charge and spin (eV) = 1.945
- calculated total energy (Eh) = -820.6961

Structure (XYZ):
```
9
H5NOSSi (ωB97M-V with the def2-TZVPD basis set)
N -1.88 1.17 -0.81
Si -0.45 0.56 -0.06
S -0.71 -0.25 1.74
H -1.92 0.99 -1.81
H -2.74 0.91 -0.30
H 0.60 0.70 -1.06
O 2.27 -1.21 0.43
H 2.67 -0.68 1.18
H 2.17 -2.19 0.69
```

---

Record 9
Formula: H5NOSSi
Source: the Open Molecules 2025 dataset
Level of theory: ωB97M-V with the def2-TZVPD basis set

Values from the calculation:
- ΔE to the lowest compared entry with this formula, charge and spin (eV) = 0.799
- calculated total energy (Eh) = -820.5632
- spin multiplicity = 3

Structure (XYZ):
```
9
H5NOSSi (ωB97M-V with the def2-TZVPD basis set)
N -1.72 -0.76 0.46
O 0.29 1.95 0.65
Si 0.46 0.73 -0.34
S 1.84 -0.77 0.24
H -2.02 -1.05 -0.45
H -1.09 -1.38 0.87
H -0.45 1.95 1.26
H 1.00 0.97 -1.76
H 1.69 -1.64 -0.92
```

---

Record 10
Formula: H5NOSi
Source: the Open Molecules 2025 dataset
Level of theory: ωB97M-V with the def2-TZVPD basis set

Values from the calculation:
- structure (SMILES) = N[SiH2]O
- ΔE to the lowest compared entry with this formula, charge and spin (eV) = 1.960
- calculated total energy (Eh) = -422.4642

Structure (XYZ):
```
8
H5NOSi (ωB97M-V with the def2-TZVPD basis set)
N -1.35 -0.49 0.09
Si 0.04 0.44 -0.11
O 2.02 -0.43 0.24
H -1.78 -0.74 -0.73
H -1.31 -1.38 0.67
H 0.14 0.55 -1.55
H -0.04 1.69 0.68
H 2.28 0.37 0.71
```

---

Record 11
Formula: H5NOSi
Source: the Open Molecules 2025 dataset
Level of theory: ωB97M-V with the def2-TZVPD basis set

Values from the calculation:
- ΔE to the lowest compared entry with this formula, charge and spin (eV) = 4.040
- calculated total energy (Eh) = -422.3878

Structure (XYZ):
```
8
H5NOSi (ωB97M-V with the def2-TZVPD basis set)
N 1.12 -0.23 0.14
O -1.62 -0.37 0.15
Si -0.34 0.63 -0.03
H 1.29 -1.92 -0.75
H 1.99 0.13 -0.19
H -1.55 -1.11 0.74
H -0.17 1.49 1.16
H -0.72 1.38 -1.22
```

---

Record 12
Formula: H5O2S
Source: the Open Molecules 2025 dataset
Level of theory: ωB97M-V with the def2-TZVPD basis set

Values from the calculation:
- charge = -1
- ΔE to the lowest compared entry with this formula, charge and spin (eV) = 0.536
- calculated total energy (Eh) = -551.7023

Structure (XYZ):
```
8
H5O2S (ωB97M-V with the def2-TZVPD basis set)
S -1.20 -0.15 0.96
H -1.05 -0.72 2.18
H -1.36 -1.77 -0.86
H -1.56 -1.32 -2.36
O -1.85 -1.96 -1.69
H 3.74 1.37 0.23
H 3.05 2.60 -0.30
O 3.93 2.27 -0.04
```

---

Record 13
Formula: H5O2S
Source: the Open Molecules 2025 dataset
Level of theory: ωB97M-V with the def2-TZVPD basis set

Values from the calculation:
- charge = -1
- ΔE to the lowest compared entry with this formula, charge and spin (eV) = 0.725
- calculated total energy (Eh) = -551.6953

Structure (XYZ):
```
8
H5O2S (ωB97M-V with the def2-TZVPD basis set)
S -0.96 0.56 -2.08
H -0.39 1.62 -2.51
H -0.52 0.38 0.60
H 0.52 0.04 -0.19
O 0.40 0.10 0.80
H 1.47 -0.45 2.35
H 2.00 -1.49 3.30
O 1.13 -1.22 2.91
```

---

Record 14
Formula: H5O2S
Source: the Open Molecules 2025 dataset
Level of theory: ωB97M-V with the def2-TZVPD basis set

Values from the calculation:
- charge = -1
- ΔE to the lowest compared entry with this formula, charge and spin (eV) = 0.054
- calculated total energy (Eh) = -551.7200

Structure (XYZ):
```
8
H5O2S (ωB97M-V with the def2-TZVPD basis set)
S -0.01 -0.19 0.14
H -0.02 1.15 -0.07
H 3.34 -0.15 0.77
H 2.30 -0.41 -0.24
O 3.28 -0.31 -0.18
H -2.27 -0.26 0.08
H -3.35 0.50 -0.50
O -3.26 -0.34 -0.01
```

---

Record 15
Formula: H5O3
Source: the Open Molecules 2025 dataset
Level of theory: ωB97M-V with the def2-TZVPD basis set

Values from the calculation:
- charge = -1
- ΔE to the lowest compared entry with this formula, charge and spin (eV) = 0.444
- calculated total energy (Eh) = -228.7346

Structure (XYZ):
```
8
H5O3 (ωB97M-V with the def2-TZVPD basis set)
O -0.47 0.44 -1.55
H 0.13 1.19 -1.55
O -1.02 0.13 0.86
H 0.34 -0.42 0.62
H -0.47 0.67 1.43
O 1.35 -0.68 0.75
H -0.96 0.54 -0.63
H 1.65 -1.04 -0.09
```

---

Record 16
Formula: H5PSi
Source: the Open Molecules 2025 dataset
Level of theory: ωB97M-V with the def2-TZVPD basis set

Values from the calculation:
- structure (SMILES) = [SiH3]P
- ΔE to the lowest compared entry with this formula, charge and spin (eV) = 0.563
- calculated total energy (Eh) = -633.7711

Structure (XYZ):
```
7
H5PSi (ωB97M-V with the def2-TZVPD basis set)
Si 0.53 -0.77 -0.47
P -0.38 1.63 0.32
H -0.44 -1.70 0.11
H 0.45 -0.74 -1.92
H 1.86 -0.95 0.07
H -0.31 1.29 1.66
H -1.71 1.24 0.24
```

---

Record 17
Formula: H6INaO3
Source: the Open Molecules 2025 dataset
Level of theory: ωB97M-V with the def2-TZVPD basis set

Values from the calculation:
- calculated total energy (Eh) = -689.3567

Structure (XYZ):
```
11
H6INaO3 (ωB97M-V with the def2-TZVPD basis set)
Na -0.99 -1.64 2.86
I -1.33 -0.68 0.12
O 1.79 -2.37 -0.73
H 0.83 -2.27 -0.70
H 2.03 -2.93 0.03
O -1.75 2.75 1.81
H -1.80 1.87 1.49
H -1.04 3.18 1.27
O 0.61 1.03 -2.20
H 1.48 0.62 -2.34
H 0.18 0.45 -1.62
```

---

Record 18
Formula: H6IO3
Source: the Open Molecules 2025 dataset
Level of theory: ωB97M-V with the def2-TZVPD basis set

Values from the calculation:
- charge = -1
- ΔE to the lowest compared entry with this formula, charge and spin (eV) = 1.154
- calculated total energy (Eh) = -527.0892

Structure (XYZ):
```
10
H6IO3 (ωB97M-V with the def2-TZVPD basis set)
I -0.07 0.58 -0.80
O 1.73 1.47 2.15
H 2.11 0.54 2.17
H 1.29 1.41 1.31
O 1.19 -1.68 -3.19
H 0.58 -1.98 -3.69
H 0.79 -1.38 -2.29
O -2.74 0.71 1.65
H -2.79 -0.37 1.71
H -2.09 0.70 0.99
```

---

Record 19
Formula: H6N2
Source: the Open Molecules 2025 dataset
Level of theory: ωB97M-V with the def2-TZVPD basis set

Values from the calculation:
- structure (SMILES) = N.N
- ΔE to the lowest compared entry with this formula, charge and spin (eV) = 0.115
- calculated total energy (Eh) = -113.1000

Structure (XYZ):
```
8
H6N2 (ωB97M-V with the def2-TZVPD basis set)
N -2.16 0.73 -1.15
H -1.40 0.05 -1.10
H -3.03 0.19 -1.21
H -2.18 1.22 -0.25
N 2.39 -0.45 1.12
H 2.51 -0.04 0.18
H 1.43 -0.23 1.41
H 2.45 -1.47 1.01
```

---

Record 20
Formula: H6N2
Source: the Open Molecules 2025 dataset
Level of theory: ωB97M-V with the def2-TZVPD basis set

Values from the calculation:
- structure (SMILES) = N.N
- ΔE to the lowest compared entry with this formula, charge and spin (eV) = 0.119
- calculated total energy (Eh) = -113.0998

Structure (XYZ):
```
8
H6N2 (ωB97M-V with the def2-TZVPD basis set)
N 1.39 2.26 -1.76
H 0.42 2.35 -1.42
H 1.93 1.84 -0.99
H 1.38 1.59 -2.52
N -1.39 -2.25 1.79
H -1.97 -1.89 1.02
H -0.45 -2.40 1.40
H -1.31 -1.50 2.48
```